No. 1
{"formula": "C3H7FS", "method": "the ωB97M-V functional and the def2-TZVPD basis", "largest_force_ha_per_bohr": 0.062, "gap_ha": 0.3547, "homo_ev": -9.020, "energy_ha": -616.5249, "charge": 0, "e_above_lowest_ev": 0.4864, "smiles": "CC(C)(F)S", "symbols": ["C", "C", "C", "F", "S", "H", "H", "H", "H", "H", "H", "H"], "xyz": [[0.8280, -0.7838, 0.7838], [0.2260, 0.0950, -0.2634], [-1.1487, -0.2569, -0.7704], [1.0887, 0.3643, -1.2640], [-0.3500, 2.1110, 0.5075], [1.9101, -0.6796, 0.7912], [0.4299, -0.5624, 1.7688], [0.5801, -1.8221, 0.5427], [-1.8367, -0.3037, 0.0680], [-1.4922, 0.5239, -1.4470], [-1.1535, -1.2081, -1.3022], [0.9184, 2.5224, 0.5850]], "atomic_forces_ev_per_a": [[0.1, -0.1, 0.0], [-1.6, 2.6, 0.8], [0.2, 0.1, -0.3], [0.1, -0.2, -0.1], [1.0, -2.3, -0.6], [0.0, 0.1, 0.1], [0.0, 0.0, 0.0], [0.1, 0.0, 0.0], [0.0, -0.1, 0.1], [0.0, -0.1, 0.0], [0.1, -0.2, 0.0], [0.1, 0.1, 0.1]], "lowdin_charge": [-0.06, -0.65, -0.12, 0.01, 0.55, 0.09, 0.08, 0.09, 0.08, 0.07, 0.09, -0.22]}

---

No. 2
{"formula": "C3H7FS", "method": "the ωB97M-V functional and the def2-TZVPD basis", "largest_force_ha_per_bohr": 0.063, "gap_ha": 0.3534, "homo_ev": -10.023, "energy_ha": -616.4351, "charge": 0, "e_above_lowest_ev": 2.9292, "symbols": ["C", "C", "C", "F", "S", "H", "H", "H", "H", "H", "H", "H"], "xyz": [[-0.6432, 1.3680, 1.4466], [0.0508, 0.1163, 0.7002], [1.4202, -1.2055, -2.0647], [-1.1521, -2.1793, -2.1175], [0.0332, -1.0460, -2.6674], [0.0481, 2.1322, 1.0832], [-1.7076, 1.5160, 0.9691], [-0.7805, 1.3919, 2.5721], [-0.0427, 0.4496, -0.3272], [-0.5264, -0.8181, 0.8002], [1.0215, -0.1000, 1.0775], [2.2786, -1.6251, -1.4721]], "atomic_forces_ev_per_a": [[-1.0, -1.0, -0.9], [-2.9, 0.6, 1.3], [-0.4, 0.0, -0.4], [0.1, 0.3, -0.2], [1.8, -0.9, 1.3], [-0.6, 0.7, 0.6], [2.1, -0.1, 0.9], [0.5, -0.3, -1.4], [0.7, -0.4, -0.1], [0.1, 0.4, 0.0], [1.0, 0.2, -0.1], [-1.5, 0.5, -0.8]], "lowdin_charge": [-0.16, -0.18, -0.39, -0.52, 0.91, 0.04, 0.09, 0.07, 0.01, 0.06, 0.04, 0.03]}

---

No. 3
{"formula": "C3H7FS", "method": "the ωB97M-V functional and the def2-TZVPD basis", "largest_force_ha_per_bohr": 0.087, "gap_ha": [0.2357, 0.2355], "homo_ev": [-8.237, -8.237], "energy_ha": -616.3831, "charge": 0, "e_above_lowest_ev": 4.3464, "symbols": ["C", "C", "C", "F", "S", "H", "H", "H", "H", "H", "H", "H"], "xyz": [[-0.9332, 0.7610, 0.1658], [-0.6717, -0.7135, -0.3189], [0.7232, -1.1074, 0.0834], [4.1465, 0.1602, 0.7485], [3.3927, 0.2543, -0.7293], [-0.1844, 0.9863, 0.9649], [-1.0063, 1.4014, -0.6596], [-1.9532, 0.8333, 0.7645], [-0.9461, -0.7965, -1.3392], [-1.2202, -1.4988, 0.3627], [1.1364, -0.8510, 1.0245], [1.1834, -2.0296, -0.3811]], "atomic_forces_ev_per_a": [[-2.0, -2.1, 3.4], [1.0, 0.7, 3.1], [1.1, -1.4, -2.7], [-0.4, 0.0, -0.5], [-1.4, -0.7, 0.8], [-0.4, 0.4, -1.1], [0.4, 1.2, -0.9], [1.8, -0.2, -1.4], [0.0, -0.7, -0.9], [0.4, 1.2, -1.3], [0.1, 0.4, 0.8], [-0.6, 1.2, 0.6]], "lowdin_charge": [-0.10, -0.27, 0.03, -0.68, 0.46, 0.08, 0.04, 0.11, 0.09, 0.16, 0.03, 0.07]}

---

No. 4
{"formula": "C3H7FS", "method": "the ωB97M-V functional and the def2-TZVPD basis", "largest_force_ha_per_bohr": 0.156, "gap_ha": 0.3550, "homo_ev": -8.739, "energy_ha": -616.4666, "charge": 0, "e_above_lowest_ev": 2.0729, "smiles": "CSCCF", "symbols": ["C", "S", "C", "C", "F", "H", "H", "H", "H", "H", "H", "H"], "xyz": [[-1.5462, 1.1254, 0.1024], [-1.0847, -0.6908, -0.3280], [0.4893, -0.7570, 0.7003], [1.3054, 0.3956, 0.3875], [1.9146, 0.2635, -0.6960], [-2.3978, 1.5578, -0.3342], [-1.7851, 1.4827, 1.1283], [-0.5743, 1.7446, -0.3371], [0.8345, -1.7797, 0.4481], [0.0596, -0.8558, 1.7838], [1.9548, 0.6381, 1.2639], [0.5411, 1.3094, 0.4186]], "atomic_forces_ev_per_a": [[3.2, 0.8, -0.6], [-0.6, 2.0, 0.9], [-3.8, -2.6, 1.7], [-2.9, 3.3, 6.7], [3.2, -0.2, -5.5], [-1.2, -0.3, -1.7], [1.0, -1.1, 0.1], [-3.3, -1.1, 1.0], [0.5, 0.8, 0.1], [1.3, 0.6, -1.8], [0.2, -0.3, -0.7], [2.4, -1.7, -0.2]], "lowdin_charge": [-0.39, 0.74, -0.46, -0.49, 0.07, -0.01, 0.05, 0.07, 0.08, 0.11, 0.13, 0.09]}